Entry 1:
A cluster of 3 separate species, C26H41F5I3N2O4S3 in total. Source: the OMol25 dataset; level of theory: ωB97M-V/def2-TZVPD.

Each line ends with the Löwdin charge.
Atoms and positions in Å:
C 3.8071 -1.2606 5.5610  -0.158
C 4.0743 0.3336 5.4320  -0.740
I 3.0063 1.5004 6.9577  0.809
C 3.9028 0.9005 3.9498  -0.206
C 2.3954 0.9797 3.4309  -0.041
C 1.1705 0.3635 4.1159  0.048
N -0.1871 0.4134 3.7398  -0.105
C -1.2388 -0.2553 4.5957  -0.077
C -2.5903 0.6511 4.6261  -0.129
C -3.6960 -0.0719 3.7107  -0.077
C -4.5492 0.9962 2.8946  -0.309
F -3.6774 1.8555 2.1704  0.049
F -5.2860 1.7882 3.8241  0.059
C -5.6266 0.3598 1.8946  -0.337
F -6.8057 0.0651 2.5974  0.113
F -5.1371 -0.7780 1.2136  0.091
F -5.9263 1.3129 0.8842  0.090
N -0.5522 1.0319 2.6261  0.166
C 0.4634 1.6113 1.8711  -0.170
C -0.0745 2.3327 0.5250  -0.167
C -0.6861 1.2854 -0.5332  -0.246
C -0.2240 -0.2362 -0.2779  -0.590
S -0.6570 -1.3511 -1.7040  0.671
C 1.9872 1.7183 2.0970  -0.132
C 3.0516 2.4119 1.1483  -0.691
I 3.0925 1.5357 -0.8821  0.937
C 2.9942 4.0215 1.1161  -0.774
C 4.4698 4.6453 1.4341  -0.170
I 1.6279 4.9228 2.5459  0.917
H 4.5805 -1.6418 6.3249  0.092
H 2.7873 -1.4973 6.0295  0.061
H 4.0026 -1.8297 4.5970  0.089
H 5.1884 0.4637 5.6942  0.088
H 4.4472 0.1927 3.2185  0.143
H 4.3878 1.9341 3.8125  0.128
H 1.3894 -0.2251 5.0774  0.085
H -0.8254 -0.2222 5.6576  0.136
H -1.4842 -1.3081 4.2406  0.144
H -2.3755 1.7252 4.3194  0.123
H -2.9811 0.6245 5.7056  0.130
H -4.4071 -0.6980 4.3566  0.151
H -3.1568 -0.7642 2.9855  0.122
H -0.9667 2.9678 0.8885  0.123
H 0.6763 3.0642 0.0913  0.061
H -0.4572 1.5434 -1.6168  0.104
H -1.8328 1.3061 -0.4308  0.117
H -0.8394 -0.6017 0.6270  0.059
H 0.8760 -0.3260 -0.0009  0.026
H 0.4048 -2.2426 -1.9126  -0.145
H 4.0843 2.1424 1.5818  0.062
H 2.7934 4.3116 0.0198  0.067
H 4.6805 5.5959 0.8501  0.089
H 4.4192 4.9602 2.5421  0.042
H 5.3023 3.8749 1.3502  0.080
C -5.6433 -1.5521 -3.9183  -0.220
C -4.2772 -2.1014 -4.3355  -0.215
C -3.4685 -0.9348 -4.9067  -0.225
S -4.0845 0.5412 -4.1039  0.661
O -4.7191 1.3746 -5.0977  -0.314
O -3.0748 1.0494 -3.2009  -0.353
C -5.3556 -0.2692 -3.1493  -0.233
H -6.1995 -2.2679 -3.3100  0.118
H -6.2395 -1.3295 -4.8089  0.122
H -3.7654 -2.5097 -3.4579  0.112
H -4.3718 -2.9091 -5.0643  0.118
H -2.4036 -1.0423 -4.6974  0.091
H -3.6273 -0.8258 -5.9808  0.108
H -6.2245 0.3819 -3.0586  0.111
H -4.9433 -0.4867 -2.1613  0.102
C 4.2291 -3.1075 -5.8997  -0.220
C 3.5446 -1.7650 -5.6339  -0.216
C 2.1580 -2.0627 -5.0591  -0.223
S 2.2912 -3.6405 -4.2247  0.665
O 1.4680 -4.5998 -4.9215  -0.310
O 2.1942 -3.4333 -2.7946  -0.359
C 3.9973 -3.9448 -4.6484  -0.232
H 5.2935 -2.9855 -6.1086  0.119
H 3.7676 -3.5923 -6.7657  0.124
H 4.1309 -1.1952 -4.9057  0.115
H 3.4734 -1.1611 -6.5409  0.118
H 1.8461 -1.3007 -4.3437  0.094
H 1.4103 -2.1602 -5.8478  0.110
H 4.1560 -5.0107 -4.8088  0.112
H 4.6150 -3.5928 -3.8193  0.109

Values from the calculation:
E = -109180.2588 eV
HOMO = -10.88 eV
M = 1017.5 g/mol
total charge = +1

=====

Entry 2:
A structure of composition C26H41N3OY. Source: the OMol25 dataset; level of theory: ωB97M-V/def2-TZVPD.

Each line ends with the Löwdin charge.
Atoms and positions in Å:
Y -0.7738 -0.9678 -0.3082  1.589
C -1.7773 1.3272 0.2758  -0.090
C -1.1349 0.9006 1.4710  -0.190
C 0.2868 0.9148 1.2089  -0.184
C 0.4326 1.3428 -0.1369  -0.109
C -0.8167 1.6112 -0.7201  -0.281
C -1.0290 2.3208 -2.0465  -0.554
C -0.6696 3.7998 -1.8418  -0.031
C -0.1095 1.7212 -3.1200  -0.056
C -2.4743 2.2224 -2.5320  -0.040
C 1.5316 0.8325 2.1100  -0.513
C 1.6845 2.1876 2.8241  -0.026
C 2.8008 0.6489 1.2578  -0.053
C 1.5509 -0.2994 3.1433  -0.045
C -1.9389 0.4821 2.7088  -0.525
C -1.7766 -1.0256 2.9528  -0.032
C -3.4344 0.7449 2.4872  -0.056
C -1.5483 1.2875 3.9533  -0.035
H -2.8424 1.4516 0.1704  0.110
H 1.3809 1.4938 -0.6285  0.107
H 0.3654 3.9036 -1.5109  0.088
H -1.3124 4.2464 -1.0823  0.096
H -0.7932 4.3595 -2.7711  0.089
H 0.9429 1.7854 -2.8312  0.074
H -0.2263 2.2576 -4.0642  0.094
H -0.3739 0.6715 -3.3030  0.067
H -3.1729 2.5821 -1.7758  0.090
H -2.7351 1.1954 -2.7889  0.063
H -2.6128 2.8348 -3.4238  0.093
H 0.8404 2.4019 3.4754  0.067
H 1.7531 2.9938 2.0918  0.094
H 2.5928 2.1936 3.4306  0.093
H 3.0088 1.5159 0.6313  0.084
H 2.7372 -0.2332 0.6167  0.061
H 3.6576 0.5203 1.9207  0.093
H 0.7564 -0.2225 3.8782  0.060
H 2.4922 -0.2558 3.6948  0.092
H 1.4905 -1.2785 2.6653  0.070
H -2.2375 -1.5967 2.1375  0.059
H -2.2951 -1.3281 3.8657  0.102
H -0.7371 -1.3313 3.0481  0.062
H -3.8309 0.1810 1.6411  0.068
H -3.6332 1.8047 2.3226  0.097
H -3.9892 0.4364 3.3743  0.095
H -0.5286 1.1082 4.2778  0.053
H -2.2068 1.0254 4.7836  0.093
H -1.6593 2.3563 3.7622  0.100
C -2.0132 -2.0769 -2.3449  -0.191
C -3.0102 -1.3889 -1.6193  -0.188
C -3.1671 -2.0340 -0.3760  -0.196
C -2.2703 -3.1255 -0.3283  -0.184
C -1.5569 -3.1498 -1.5469  -0.197
H -1.6763 -1.8443 -3.3451  0.104
H -3.6032 -0.5576 -1.9648  0.098
H -3.8968 -1.7870 0.3801  0.104
H -2.1786 -3.8249 0.4896  0.115
H -0.8023 -3.8702 -1.8264  0.107
C 4.6559 -2.6954 -2.5985  0.000
N 3.4124 -2.4250 -1.8996  -0.071
C 3.0269 -2.9924 -0.6158  0.002
C 1.6800 -2.3331 -0.4216  -0.486
O 0.9321 -2.4269 0.5553  -0.024
N 1.3770 -1.5643 -1.4939  0.115
C 2.4275 -1.6319 -2.3281  -0.375
N 2.4611 -0.9615 -3.4719  0.252
H 5.3212 -3.2323 -1.9285  0.102
H 5.1490 -1.7645 -2.8820  0.099
H 4.4889 -3.3094 -3.4847  0.103
H 3.7205 -2.7153 0.1800  0.152
H 2.9283 -4.0792 -0.6469  0.155
H 1.7047 -0.3322 -3.6893  0.102
H 3.2535 -1.0022 -4.0884  0.121

Values from the calculation:
E = -35187.4099 eV
HOMO = -10.82 eV
energy above the lowest of the compared OMol25 structures with the same formula, charge and spin = 0.0 kJ/mol
M = 500.5 g/mol
total charge = +1

=====

Entry 3:
A structure of composition C26H41NO8PPdS2. Source: the OMol25 dataset; level of theory: ωB97M-V/def2-TZVPD.

Each line ends with the Löwdin charge.
Atoms and positions in Å:
Pd -0.2958 0.8257 -0.4840  0.821
O 2.3046 0.0846 -1.0119  -0.346
S 1.7847 -0.4006 -2.2777  0.464
O 2.5626 -0.0679 -3.4421  -0.314
O 0.3323 -0.0760 -2.3972  -0.417
C 1.7940 -2.1948 -2.1714  -0.210
C 2.4700 -2.8472 -3.1994  -0.065
C 2.5582 -4.2268 -3.2480  -0.082
C 1.9606 -4.9826 -2.2517  -0.082
C 1.2790 -4.3469 -1.2302  -0.077
C 1.1760 -2.9552 -1.1736  -0.195
S 0.1571 -2.4926 0.2520  0.514
O 0.8354 -3.0817 1.3822  -0.301
O -1.1334 -3.0970 -0.0618  -0.317
O 0.0457 -1.0309 0.4294  -0.449
H 2.9365 -2.2334 -3.9572  0.103
H 3.0934 -4.7046 -4.0591  0.099
H 2.0169 -6.0640 -2.2649  0.099
H 0.8084 -4.9365 -0.4550  0.109
O 1.7124 4.1149 -1.3742  0.058
C 0.8285 3.3297 -1.2806  -0.528
N -0.1533 2.6475 -1.2006  -0.040
C -0.5029 6.0460 2.6540  -0.207
C 0.7711 5.4040 2.1169  -0.183
C 0.6428 3.8699 2.0933  -0.186
C -0.8191 3.4211 1.8915  -0.398
C -1.5344 4.4254 0.9802  -0.191
C -1.6830 5.7707 1.7103  -0.186
P -0.9229 1.6398 1.4489  1.029
C 0.0601 0.7329 2.7193  -0.398
C -0.1504 1.1266 4.1995  -0.195
C 1.0490 0.7010 5.0597  -0.202
C 1.5753 -0.6481 4.5799  -0.193
C 2.1838 -0.5125 3.1720  -0.171
C 1.5607 0.6507 2.3875  -0.206
C -2.6634 1.1123 1.6898  -0.387
C -3.5851 1.5302 0.5312  -0.221
C -4.9787 0.9755 0.8025  -0.182
C -5.6069 1.6380 2.0482  -0.192
C -4.5491 2.3123 2.9265  -0.207
C -3.2989 1.4476 3.0687  -0.181
H -0.3755 7.1208 2.7986  0.103
H -0.7098 5.6294 3.6462  0.108
H 1.6293 5.6849 2.7310  0.108
H 0.9827 5.7723 1.1094  0.113
H 1.0277 3.4526 3.0251  0.096
H 1.2692 3.4702 1.2922  0.100
H -1.3317 3.4585 2.8618  0.099
H -2.5126 4.0687 0.6653  0.084
H -0.9554 4.5413 0.0684  0.090
H -2.6201 5.7948 2.2753  0.101
H -1.7507 6.5657 0.9632  0.108
H -0.3243 -0.2807 2.5716  0.102
H -1.0437 0.6242 4.5782  0.103
H -0.3240 2.1998 4.3183  0.091
H 0.7490 0.6696 6.1099  0.104
H 1.8482 1.4460 4.9873  0.110
H 0.7446 -1.3615 4.5582  0.114
H 2.3089 -1.0568 5.2780  0.102
H 2.0395 -1.4376 2.6122  0.087
H 3.2615 -0.3441 3.2458  0.111
H 1.7248 0.4956 1.3220  0.072
H 2.0515 1.5895 2.6493  0.097
H -2.5634 0.0242 1.5961  0.112
H -3.1821 1.1415 -0.3970  0.078
H -3.6438 2.6155 0.4342  0.090
H -4.8897 -0.1056 0.9407  0.113
H -5.6202 1.1183 -0.0691  0.107
H -6.1428 0.8901 2.6395  0.103
H -6.3514 2.3798 1.7477  0.101
H -4.9607 2.5312 3.9147  0.107
H -4.2663 3.2789 2.4967  0.102
H -3.5645 0.5143 3.5744  0.120
H -2.5934 1.9495 3.7292  0.075
C -2.9425 -1.1077 -2.3766  -0.155
O -2.6035 -1.0148 -1.0086  -0.183
H -3.3150 -0.1325 -2.6949  0.076
H -3.7273 -1.8504 -2.5583  0.073
H -2.0711 -1.3458 -2.9928  0.074
H -2.2118 -1.8583 -0.7160  0.019

Values from the calculation:
E = -79941.0835 eV
HOMO = -6.07 eV
energy above the lowest of the compared OMol25 structures with the same formula, charge and spin = 20.0 kJ/mol
M = 697.1 g/mol
total charge = -1

=====

- The lowest HOMO belongs to which entry?
  C26H41F5I3N2O4S3